# 1
Molecular formula: C4H9NO2
Method: DFT, wB97M-V/def2-TZVPD

XYZ file:
```
16
Properties=species:S:1:pos:R:3:forces:R:3
H 1.2779 1.4788 1.7555 -0.05 0.03 -0.05
N 0.5783 1.0257 1.1662 -0.20 -0.32 0.55
C 0.0323 0.0695 1.8048 -0.01 0.11 -0.21
C -0.9895 -0.8494 1.1639 -0.06 0.33 0.10
O -0.4439 -2.1473 1.0714 0.17 -0.04 -0.21
H 0.3158 -0.2003 2.8301 0.00 0.02 -0.10
H -1.8913 -0.9270 1.7856 0.21 0.09 -0.07
H -1.2737 -0.4555 0.1805 0.02 -0.06 0.26
H 0.2003 -2.1037 0.3469 -0.06 -0.12 0.05
C -0.2186 0.8934 -1.8393 -0.10 -0.12 -0.03
C 1.0568 0.1482 -1.5688 0.05 -0.31 0.13
O 1.1250 -1.0024 -1.1878 -0.11 0.54 -0.26
H -0.3078 1.6643 -1.0658 0.03 -0.10 -0.18
H -1.0724 0.2158 -1.7720 0.11 0.10 -0.08
H -0.2122 1.3804 -2.8196 0.15 -0.09 0.09
H 1.9946 0.7247 -1.7174 -0.15 -0.07 0.00
```
Forces are in eV/Å.

Values from the calculation:
E_HOMO, Ha: -0.3668
Structure (SMILES): [H]/N=C/CO.CC=O
Kohn-Sham gap, eV: 11.007
Net charge: 0

Atom charges from the Löwdin analysis, given in e for atoms 1 to 2: H 0.06; N 0.10

# 2
Molecular formula: C4H9NO2
Method: DFT, wB97M-V/def2-TZVPD

XYZ file:
```
16
Properties=species:S:1:pos:R:3:forces:R:3
C 0.0875 -0.3041 -2.0846 0.46 2.92 1.23
C 1.2181 0.8752 0.7841 -0.35 -2.30 2.99
C -1.3295 0.7213 0.3690 -0.01 -1.81 -0.59
C 0.0560 0.2610 0.0734 0.01 -2.90 -2.21
N 0.0426 -1.2886 0.3788 0.44 0.92 -2.71
O -0.2561 -1.4516 -2.0615 -0.51 -2.19 0.05
O 0.3363 0.5990 -2.8086 0.17 0.17 -0.09
H 0.9686 0.9161 1.9563 0.46 0.17 -2.02
H 2.0931 0.1378 0.7596 -0.75 1.57 -0.33
H 1.3990 1.8715 0.4704 0.60 0.73 -0.44
H -1.4983 0.5659 1.4412 -0.78 -0.76 0.07
H -2.0308 0.2339 -0.4021 0.55 0.84 1.74
H -1.3834 1.7553 0.3604 -0.21 2.21 -0.83
H -0.2811 -1.7501 -0.6259 -0.61 1.04 1.42
H -0.4276 -1.5821 1.2294 0.48 -0.33 0.11
H 1.0057 -1.5605 0.1603 0.06 -0.27 1.60
```
Forces are in eV/Å.

Values from the calculation:
E_HOMO, Ha: -0.2851
Kohn-Sham gap, eV: 8.321
Net charge: 0

Atom charges from the Löwdin analysis, given in e for atoms 1 to 2: C -0.51; C -0.09

# 3
Molecular formula: C4H9NO2
Method: DFT, wB97M-V/def2-TZVPD

XYZ file:
```
16
Properties=species:S:1:pos:R:3:forces:R:3
N -2.0395 0.3537 0.2916 -0.03 -0.19 -0.03
C -0.7651 0.3895 -0.3402 0.13 -0.05 0.19
O -0.8816 1.1803 -1.4924 0.09 0.03 -0.12
C 0.3321 0.8650 0.6394 0.01 0.06 0.00
C 1.1622 -0.3953 0.8787 0.07 -0.03 0.05
C 1.0838 -1.0236 -0.5033 0.22 -0.06 0.14
O -0.2989 -0.8982 -0.8223 -0.13 -0.03 0.11
H -2.7587 0.0186 -0.3387 0.08 -0.02 0.01
H -2.0286 -0.2054 1.1371 0.01 0.02 -0.12
H -0.5419 0.5895 -2.1779 -0.12 0.31 -0.15
H 0.9205 1.6316 0.1254 -0.04 -0.10 0.12
H -0.0964 1.3042 1.5444 0.04 -0.09 -0.20
H 2.1752 -0.2052 1.2412 -0.09 0.00 -0.11
H 0.6537 -1.0603 1.5881 0.13 0.11 -0.04
H 1.7188 -0.4650 -1.2154 -0.20 -0.11 0.09
H 1.3645 -2.0793 -0.5558 -0.15 0.14 0.06
```
Forces are in eV/Å.

Values from the calculation:
E_HOMO, Ha: -0.3576
Structure (SMILES): N[C@@]1(O)CCCO1
Kohn-Sham gap, eV: 10.689
Net charge: 0

Atom charges from the Löwdin analysis, given in e for atoms 1 to 2: N 0.12; C -0.64